Molecular formula: C30H28AuGeN7O7
Method: DFT, the ωB97M-V functional and the def2-TZVPD basis

The value obtained for the orbital gap is 6.815 eV. For the relative energy (zero: lowest compared OMol25 entry of this formula, charge and spin), the calculation gives 0.000 eV. For the strongest force on any atom, the calculation gives 0.27 eV/A. The calculation puts the energy at -116534.072 eV. The HOMO energy comes out at -2.7 eV. The spin multiplicity is 1. As for the net charge: -2.

```
74
C30H28AuGeN7O7 the ωB97M-V functional and the def2-TZVPD basis
Au 1.34 -0.16 -1.23
C -2.43 -4.59 -1.36
N -1.01 -4.51 -1.16
C -0.43 -5.64 -0.47
C -0.41 -3.26 -1.19
N -0.85 -2.37 -1.98
N 0.75 -3.12 -0.40
C 0.62 -2.97 0.98
N 1.66 -2.25 1.55
N -0.36 -3.52 1.61
H -2.68 -5.50 -1.91
H -2.77 -3.72 -1.93
H -2.97 -4.61 -0.40
H -0.85 -5.76 0.53
H 0.64 -5.51 -0.38
H -0.63 -6.54 -1.06
H -0.44 -0.68 -3.06
H 1.33 -2.37 -0.79
H 1.99 -1.47 1.00
H 1.42 -1.91 2.47
H -0.27 -3.32 2.60
O 2.16 0.80 1.60
C 3.01 1.16 0.77
O 3.01 0.86 -0.47
C 4.20 1.97 1.23
C 4.99 1.43 2.19
C 6.16 2.10 2.62
C 6.51 3.32 2.08
C 5.69 3.91 1.14
C 4.47 3.29 0.63
O 3.73 3.80 -0.22
N 6.11 5.21 0.67
O 5.27 6.01 0.31
O 7.32 5.47 0.68
N 6.99 1.51 3.63
O 6.67 0.43 4.10
O 8.00 2.11 3.99
H 4.73 0.48 2.64
H 7.41 3.82 2.40
C -0.39 -0.98 -2.01
Ge -1.74 0.12 -1.11
C -1.90 -0.34 0.79
C -0.89 0.01 1.69
C -1.00 -0.31 3.04
C -2.11 -1.01 3.50
C -3.10 -1.39 2.61
C -3.00 -1.05 1.27
C -1.35 2.04 -1.36
C -2.13 2.81 -2.22
C -1.81 4.13 -2.50
C -0.69 4.71 -1.92
C 0.10 3.97 -1.05
C -0.24 2.65 -0.77
C -3.54 -0.17 -1.89
C -3.72 -1.05 -2.95
C -4.98 -1.25 -3.50
C -6.08 -0.57 -3.00
C -5.92 0.31 -1.94
C -4.65 0.51 -1.39
H 0.01 0.51 1.36
H -0.21 -0.02 3.72
H -2.19 -1.27 4.55
H -3.96 -1.96 2.96
H -3.78 -1.35 0.58
H -2.99 2.37 -2.71
H -2.43 4.71 -3.18
H -0.42 5.73 -2.15
H 1.00 4.39 -0.61
H 0.39 2.10 -0.08
H -2.87 -1.61 -3.32
H -5.11 -1.95 -4.32
H -7.07 -0.72 -3.43
H -6.77 0.85 -1.54
H -4.54 1.20 -0.56
```

***

Molecular formula: C12H13N2
Method: DFT, the ωB97M-V functional and the def2-TZVPD basis

The value obtained for the orbital gap (spin up / spin down) is 7.815 / 7.816 eV. For the relative energy (zero: lowest compared OMol25 entry of this formula, charge and spin), the calculation gives 4.902 eV. For the strongest force on any atom, the calculation gives 3.40 eV/A. The calculation puts the energy at -15623.307 eV. The HOMO energy (spin up / spin down) comes out at -13.0 / -13.0 eV. The spin multiplicity is 1. As for the net charge: +1.

```
27
C12H13N2 the ωB97M-V functional and the def2-TZVPD basis
C -3.29 0.47 1.01
C -3.84 -0.37 0.00
C -1.99 0.90 0.79
C -3.04 -0.82 -1.02
C -1.30 0.50 -0.39
C 2.34 1.91 -0.77
C 0.88 2.05 -0.80
C 3.02 1.05 0.01
C -0.03 1.10 -0.58
C 2.47 -0.06 0.89
C 0.67 -1.94 0.71
C 1.30 -1.73 -0.68
N -1.80 -0.35 -1.23
N 1.27 -0.69 0.33
H -3.83 0.76 1.91
H -4.80 -0.73 0.11
H -1.41 1.64 1.47
H -3.48 -1.51 -1.77
H 2.85 2.40 -1.55
H 0.30 2.98 -1.19
H 4.06 1.12 -0.03
H 3.24 -0.83 1.00
H 2.47 0.25 1.88
H -0.42 -2.02 0.92
H 1.30 -2.57 1.43
H 2.31 -2.03 -0.90
H 0.73 -1.48 -1.53
```

***

Molecular formula: C4H8O2
Method: DFT, the ωB97M-V functional and the def2-TZVPD basis

The value obtained for the orbital gap is 10.689 eV. For the relative energy (zero: lowest compared OMol25 entry of this formula, charge and spin), the calculation gives 2.598 eV. For the strongest force on any atom, the calculation gives 1.08 eV/A. The calculation puts the energy at -8370.683 eV. Its SMILES is OC[C@H]1CCO1. The HOMO energy comes out at -9.7 eV. The spin multiplicity is 1.

```
14
C4H8O2 the ωB97M-V functional and the def2-TZVPD basis
O -2.03 0.16 -0.92
C -1.55 -0.70 0.08
C -0.06 -0.43 0.52
C 0.94 -0.12 -0.62
C 1.61 0.87 0.31
O 0.49 0.77 1.22
H -1.96 1.04 -0.53
H -2.26 -0.72 0.93
H -1.64 -1.72 -0.37
H 0.14 -1.24 1.24
H 1.51 -0.93 -1.09
H 0.49 0.56 -1.35
H 1.73 1.89 -0.10
H 2.60 0.56 0.67
```

***

Molecular formula: C3H7NO2
Method: DFT, the ωB97M-V functional and the def2-TZVPD basis

The value obtained for the orbital gap is 10.478 eV. For the relative energy (zero: lowest compared OMol25 entry of this formula, charge and spin), the calculation gives 2.973 eV. For the strongest force on any atom, the calculation gives 0.77 eV/A. The calculation puts the energy at -8807.556 eV. Its SMILES is C/C(CO)=N/O. The HOMO energy comes out at -9.6 eV. The spin multiplicity is 1.

```
13
C3H7NO2 the ωB97M-V functional and the def2-TZVPD basis
C -0.29 -1.51 0.45
C 0.29 -0.15 0.16
N 1.51 0.04 0.47
O 1.89 1.35 0.18
C -0.54 0.98 -0.46
O -1.86 0.65 -0.86
H -0.21 -1.73 1.52
H -1.36 -1.57 0.19
H 0.24 -2.29 -0.12
H 2.82 1.37 0.44
H 0.04 1.38 -1.30
H -0.61 1.78 0.29
H -1.91 -0.31 -0.98
```

***

Molecular formula: C2FNS
Method: DFT, the ωB97M-V functional and the def2-TZVPD basis

The value obtained for the orbital gap is 8.215 eV. For the relative energy (zero: lowest compared OMol25 entry of this formula, charge and spin), the calculation gives 0.294 eV. For the strongest force on any atom, the calculation gives 5.04 eV/A. The calculation puts the energy at -17114.806 eV. Its SMILES is N#CC(F)=S. The HOMO energy comes out at -10.3 eV. The spin multiplicity is 1.

```
5
C2FNS the ωB97M-V functional and the def2-TZVPD basis
C -0.89 -0.36 0.07
C 0.40 0.30 -0.04
N -1.85 -0.95 -0.03
F 0.44 1.60 0.00
S 1.89 -0.60 0.00
```

***

Molecular formula: H6O3
Method: DFT, the ωB97M-V functional and the def2-TZVPD basis

The value obtained for the orbital gap (spin up / spin down) is 3.328 / 11.367 eV. For the relative energy (zero: lowest compared OMol25 entry of this formula, charge and spin), the calculation gives 0.253 eV. Its expectation value of S² is 0.750. For the strongest force on any atom, the calculation gives 1.33 eV/A. The calculation puts the energy at -6238.910 eV. The HOMO energy (spin up / spin down) comes out at 1.0 / -7.0 eV. The spin multiplicity is 2. As for the net charge: -1.

```
9
H6O3 the ωB97M-V functional and the def2-TZVPD basis
O -10.37 23.10 15.78
H -10.57 23.82 16.37
H -9.70 23.45 15.19
O -10.60 20.19 15.53
H -10.73 21.12 15.74
H -9.65 20.07 15.52
O -13.23 24.95 16.63
H -13.10 24.44 15.84
H -13.83 24.43 17.16
```

***

Molecular formula: C5H13BO3
Method: DFT, the ωB97M-V functional and the def2-TZVPD basis

The value obtained for the orbital gap is 3.128 eV. For the strongest force on any atom, the calculation gives 0.95 eV/A. The calculation puts the energy at -12208.488 eV. The HOMO energy comes out at 1.9 eV. The spin multiplicity is 1. As for the net charge: -2.

```
22
C5H13BO3 the ωB97M-V functional and the def2-TZVPD basis
B -1.29 0.85 1.70
C -0.51 0.85 0.38
O 0.85 1.33 0.55
C 1.22 2.31 -0.37
C 0.46 3.64 -0.24
H -0.68 0.90 2.73
H -2.49 0.84 1.74
H -0.53 -0.25 0.08
H -1.03 1.37 -0.42
H 2.28 2.51 -0.18
H 1.17 1.94 -1.40
H -0.56 3.48 0.12
H 0.37 4.10 -1.22
H 0.97 4.32 0.44
O -1.02 -1.96 -0.49
C 0.10 -2.75 -0.57
C -0.14 -4.30 -0.40
O 0.96 -5.09 -0.47
H 0.89 -2.52 0.19
H 0.65 -2.67 -1.54
H -0.93 -4.53 -1.18
H -0.72 -4.38 0.56
```